No. 1
152
Properties=species:S:1:pos:R:3:forces:R:3:lowdin_charge:R:1 method="wB97M-V/def2-TZVPD" e_homo_ev=-10.561 e_tot_ha=-3425.21613 e_lumo_ha=-0.0920 homo_lumo_gap_ev=8.1 de_lowest_kj_mol=2436.9 spin_multiplicity=1 total_charge=+1
C -4.3468 -5.5323 -2.1209 0.44 0.16 -0.38 -0.08
C -2.8036 -5.4042 -2.7516 -2.11 -2.32 0.29 -0.22
O -2.1356 -4.2639 -2.1057 1.68 2.09 -3.05 -0.14
C -1.2241 -3.5566 -3.0191 2.06 -4.18 -2.67 -0.26
O -0.5147 -4.2864 -3.8869 -4.08 4.88 5.02 -0.02
C -1.1514 -1.9135 -2.8834 0.63 -0.72 0.79 -0.05
C 0.3307 -1.2946 -3.3552 -1.29 0.07 -1.32 -0.16
C 0.9527 -0.2270 -2.3018 -1.23 0.81 -0.41 -0.16
C 2.0029 -0.8254 -1.1549 0.31 1.00 -1.77 -0.24
C 3.1516 -1.5665 -2.0509 0.91 -1.65 -0.24 -0.14
C 3.7017 -0.8968 -3.4052 1.88 1.05 -5.20 -0.13
C 4.0257 -1.9592 -4.6643 0.69 3.05 -0.53 -0.02
C 4.6404 -1.4876 -6.1144 -0.41 2.81 2.38 -0.06
C 4.9685 0.0854 -6.4414 -1.84 -0.96 4.66 -0.02
C 4.6475 1.1768 -5.2186 -0.55 -3.15 0.55 -0.16
C 4.8963 2.8184 -5.4020 -0.71 -1.32 -0.12 -0.11
C 4.0571 0.6551 -3.7677 0.22 -2.40 -2.14 -0.01
N 1.3011 -1.9056 -0.2741 -1.59 -0.67 -1.35 -0.04
C 2.2790 -2.8598 0.3549 2.64 -1.95 0.97 -0.09
C 1.8915 -3.6839 1.6823 0.00 -5.02 1.65 -0.14
N 2.3180 -5.0129 1.8015 -1.91 6.02 -0.96 0.07
C 0.2811 -1.2633 0.6271 -2.25 2.67 1.67 -0.22
C -0.9445 -2.2350 1.1654 -0.14 0.40 0.85 -0.11
C -2.4487 -1.6238 0.9077 -4.48 1.20 -1.25 -0.15
C -2.9168 -0.0669 1.1908 -1.97 -1.59 -1.27 -0.03
C -4.4372 0.5288 0.8808 0.59 -4.15 -0.89 -0.04
C -5.5916 -0.4851 0.2777 4.17 -1.86 0.82 -0.04
C -5.1835 -2.0764 -0.0013 3.28 2.49 1.74 -0.04
C -3.6456 -2.6300 0.3143 -0.95 3.77 0.66 -0.01
C 1.0936 -0.4365 1.7709 -2.17 -0.49 1.59 -0.15
O 2.3051 0.1521 1.3045 -0.77 -1.10 -1.32 -0.20
C 2.5304 0.3218 -0.1101 2.76 1.08 -0.45 -0.44
C 4.1935 0.5556 -0.1225 -0.18 0.46 2.21 -0.12
C 4.6130 1.2758 1.3354 1.08 0.40 -0.82 -0.26
N 5.9967 1.8995 1.0545 -1.70 1.08 0.58 -0.06
P 1.8814 2.1151 -0.5303 -0.62 0.85 0.36 0.46
S 0.0635 2.4480 0.1176 -0.04 -0.25 -0.21 0.18
H -4.9024 -6.4028 -2.7006 1.36 1.78 1.31 0.09
H -4.3252 -5.7656 -0.9516 -0.09 0.59 -2.60 0.09
H -4.9287 -4.5393 -2.3605 1.12 -1.87 0.69 0.06
H -2.9500 -5.3020 -3.9086 0.89 0.11 2.62 0.10
H -2.2842 -6.4404 -2.4673 -0.75 2.55 -0.90 0.15
H -2.0168 -1.4687 -3.5580 1.72 -1.00 1.70 0.14
H -1.3002 -1.6435 -1.7319 -0.27 -0.57 -2.52 0.11
H 0.0661 -0.6718 -4.3410 0.87 -1.35 2.20 0.14
H 1.0161 -2.1626 -3.7145 -1.12 1.62 0.79 0.10
H 1.4463 0.6293 -2.9717 -0.48 -2.22 1.75 0.11
H 0.0203 0.3428 -1.8387 2.02 -1.27 -0.55 0.09
H 4.1156 -1.9264 -1.4510 -2.19 1.05 -1.02 0.13
H 2.6549 -2.6084 -2.3728 1.04 2.34 0.45 0.13
H 3.8240 -3.1213 -4.5001 0.46 2.81 -0.41 0.10
H 4.8881 -2.2786 -6.9666 -0.72 1.78 2.23 0.10
H 5.4179 0.4754 -7.4585 -1.07 -1.04 2.32 0.10
H 3.8796 3.3035 -5.7921 2.30 -1.05 0.82 0.09
H 5.1725 3.2992 -4.3594 -0.42 -1.04 -2.30 0.08
H 5.7332 2.9510 -6.2150 -1.65 -0.07 1.80 0.08
H 3.8408 1.4697 -2.9605 0.54 -1.59 -1.75 0.04
H 0.7302 -2.5253 -0.9284 0.79 1.09 0.64 0.18
H 3.2789 -2.2613 0.6210 -2.30 -1.30 -0.69 0.17
H 2.4969 -3.7032 -0.4655 -0.20 2.00 2.02 0.17
H 1.2199 -3.3080 2.5950 1.59 -0.18 -2.42 0.12
H 1.9726 -5.4273 2.6956 0.31 0.78 -0.67 0.05
H -0.3676 -0.4036 0.1075 2.02 -1.87 0.26 0.11
H -0.8582 -3.2865 0.6457 -0.33 1.92 1.20 0.13
H -0.8036 -2.3052 2.3489 -0.32 -0.23 -2.59 0.13
H -2.1384 0.7311 1.6078 -1.75 -1.97 -0.99 0.06
H -4.6868 1.6788 1.0816 0.72 -2.95 -0.55 0.09
H -6.6930 -0.1539 0.0415 2.55 -0.56 0.57 0.09
H -5.9572 -2.8629 -0.4006 1.64 1.85 0.87 0.08
H -3.4046 -3.7592 0.1191 -0.49 2.49 0.35 0.07
H 0.3916 0.4252 2.2084 1.34 -1.95 -1.17 0.12
H 1.3298 -1.1335 2.7022 -0.14 1.39 -2.05 0.14
H 4.7998 -0.4407 -0.0792 -1.17 1.91 -0.69 0.12
H 4.5410 1.3268 -0.9246 -0.61 -1.86 1.12 0.10
H 3.9217 2.1666 1.6259 0.70 -2.13 -0.24 0.10
H 4.7937 0.4924 2.1868 -0.83 1.57 -1.68 0.13
H 6.2363 2.4103 1.9477 -0.09 -0.72 -1.30 0.08
H 5.7861 2.6812 0.3717 0.58 -1.04 0.97 0.07
H 2.0550 2.4366 -1.9538 0.22 -0.53 1.19 0.00
H 2.6924 3.1475 0.1353 -0.02 -1.39 -0.79 0.02
C -1.8199 3.2154 5.2505 -0.01 -0.04 0.39 -0.06
C -0.9928 4.3099 4.5951 -0.39 -0.41 -0.40 -0.50
C -1.7102 4.9016 3.3923 0.00 0.37 -0.09 -0.06
O 0.2596 3.7708 4.1799 0.32 -0.12 -0.08 -0.08
H -2.0033 2.3912 4.5521 -0.06 0.13 -0.09 0.07
H -1.2860 2.7902 6.1072 -0.07 0.14 -0.08 0.08
H -2.7839 3.6022 5.5955 0.09 -0.10 -0.04 0.08
H -0.7837 5.1000 5.3245 0.19 -0.16 -0.12 0.14
H -1.8897 4.1372 2.6280 -0.05 -0.06 0.12 0.07
H -1.0979 5.6793 2.9234 -0.10 -0.08 0.13 0.08
H -2.6709 5.3389 3.6815 0.08 -0.05 -0.07 0.08
H 0.0837 3.0682 3.5321 0.01 0.37 0.21 0.07
C -6.4117 4.4975 -2.5961 -0.32 -0.11 -0.17 -0.06
C -5.9559 4.0145 -1.2286 0.38 0.51 -0.37 -0.51
C -5.3201 5.1392 -0.4271 -0.05 0.06 0.34 -0.06
O -5.0124 2.9586 -1.3910 0.18 -0.29 0.04 -0.08
H -5.5640 4.8675 -3.1838 -0.02 0.07 0.16 0.08
H -6.8560 3.6747 -3.1665 0.00 0.12 0.14 0.08
H -7.1505 5.2998 -2.5054 0.10 -0.07 -0.06 0.08
H -6.8111 3.6079 -0.6779 0.21 -0.14 -0.07 0.14
H -4.4337 5.5319 -0.9378 -0.14 0.00 -0.08 0.08
H -4.9857 4.7742 0.5499 -0.12 0.05 -0.09 0.07
H -6.0262 5.9608 -0.2712 0.12 -0.06 -0.01 0.08
H -4.2494 3.3105 -1.8791 -0.35 -0.11 0.22 0.09
C 1.7680 3.5416 7.3430 -0.34 0.28 -0.05 -0.07
C 3.0474 4.1346 7.9112 0.01 -0.73 -0.28 -0.50
C 4.2520 3.7766 7.0553 0.36 0.25 -0.01 -0.06
O 3.2470 3.6462 9.2352 0.06 -0.04 0.31 -0.06
H 1.8229 2.4476 7.3123 0.13 0.05 -0.08 0.08
H 0.9112 3.7969 7.9759 0.11 0.03 -0.06 0.08
H 1.5777 3.9104 6.3303 -0.01 -0.13 0.09 0.06
H 2.9517 5.2240 7.9748 0.05 -0.16 0.21 0.14
H 4.3950 2.6910 7.0144 -0.20 -0.01 -0.04 0.08
H 5.1673 4.1997 7.4829 -0.21 0.02 -0.13 0.05
H 4.1362 4.1525 6.0340 0.01 -0.06 0.06 0.08
H 3.3330 2.6794 9.1885 -0.04 0.45 -0.03 0.09
C 7.8531 7.4663 9.1992 -0.07 0.35 -0.12 -0.07
C 6.8482 6.3261 9.2378 0.64 -0.11 0.26 -0.50
C 7.0990 5.4062 10.4221 -0.27 -0.19 0.20 -0.06
O 6.9388 5.5756 8.0295 0.05 -0.14 -0.31 -0.08
H 8.8750 7.0848 9.0951 -0.09 -0.06 0.14 0.08
H 7.6681 8.1132 8.3349 -0.04 -0.07 0.16 0.08
H 7.7974 8.0726 10.1087 0.05 -0.06 -0.11 0.08
H 5.8326 6.7323 9.2958 0.09 -0.17 -0.20 0.14
H 8.0942 4.9516 10.3614 0.01 0.18 -0.01 0.08
H 6.3761 4.5834 10.4301 0.01 0.19 0.00 0.08
H 7.0207 5.9506 11.3683 0.04 -0.09 -0.09 0.08
H 7.8375 5.2111 7.9694 -0.38 0.20 0.08 0.10
C -6.1855 -2.6333 -6.6956 -0.29 -0.13 -0.18 -0.06
C -5.7296 -3.1163 -5.3281 0.26 0.53 -0.35 -0.49
C -5.0939 -1.9915 -4.5266 -0.04 0.02 0.39 -0.06
O -4.7862 -4.1722 -5.4905 0.37 -0.42 0.01 -0.07
H -5.3378 -2.2633 -7.2833 -0.02 0.07 0.15 0.08
H -6.6298 -3.4561 -7.2660 0.01 0.13 0.15 0.08
H -6.9243 -1.8310 -6.6049 0.10 -0.08 -0.05 0.08
H -6.5849 -3.5229 -4.7774 0.24 -0.14 -0.06 0.14
H -4.2075 -1.5988 -5.0373 -0.13 0.02 -0.15 0.08
H -4.7595 -2.3566 -3.5496 -0.12 0.04 -0.04 0.06
H -5.8000 -1.1700 -4.3707 0.14 -0.06 0.00 0.09
H -4.0232 -3.8203 -5.9786 -0.35 -0.07 0.15 0.10
C -2.6665 -8.3395 -6.6463 0.36 -0.09 -0.03 -0.06
C -3.4985 -8.4365 -5.3776 -0.30 0.18 -0.60 -0.48
C -4.9263 -8.8609 -5.6824 -0.21 -0.21 0.19 -0.06
O -3.5116 -7.1703 -4.7234 -0.04 -0.11 -0.08 -0.10
H -3.0816 -7.5915 -7.3311 -0.12 -0.12 0.05 0.08
H -1.6447 -8.0212 -6.4131 -0.13 -0.11 0.01 0.08
H -2.6236 -9.3023 -7.1649 0.00 0.13 0.02 0.08
H -3.0395 -9.1556 -4.6904 -0.03 0.26 0.05 0.14
H -5.4216 -8.1314 -6.3329 0.15 -0.06 -0.05 0.08
H -5.5167 -8.9146 -4.7614 0.12 -0.06 -0.10 0.08
H -4.9513 -9.8394 -6.1720 -0.04 0.12 0.04 0.08
H -3.9176 -6.5254 -5.3263 -0.03 -0.22 0.16 0.08


No. 2
14
Properties=species:S:1:pos:R:3:forces:R:3:lowdin_charge:R:1 method="wB97M-V/def2-TZVPD" e_homo_ev=-9.609 e_tot_ha=-436.08167 e_lumo_ha=0.0177 homo_lumo_gap_ev=10.1 de_lowest_kj_mol=188.5 spin_multiplicity=1 smiles="O=C(O)O.CNO"
C -0.2306 0.8946 1.6277 -0.07 -0.03 0.23 -0.12
N 0.8100 1.6581 0.9439 0.18 -0.43 -0.01 -0.14
O 1.3351 0.7619 -0.0741 -0.23 0.81 -0.44 -0.12
H 1.2334 1.3042 -0.8804 0.14 -0.47 0.52 0.09
H 1.6088 1.7623 1.5746 -0.32 -0.03 -0.15 0.10
H -1.1090 0.7792 0.9864 0.23 0.02 0.00 0.07
H -0.5444 1.4312 2.5282 0.12 0.10 -0.13 0.08
H 0.1274 -0.0946 1.9312 -0.09 -0.01 -0.07 0.08
C -0.8892 -1.3531 -1.2378 -0.87 0.20 0.42 -0.68
O -0.2485 -2.0349 -0.2918 -0.04 0.00 -0.02 0.14
O -0.0790 -1.2494 -2.2956 -0.58 0.77 -1.35 0.11
O -2.0105 -0.8987 -1.2023 1.12 -0.59 0.36 0.11
H -0.6427 -0.7730 -2.9415 0.66 -0.27 0.07 0.15
H 0.6392 -2.1878 -0.6686 -0.27 -0.07 0.56 0.14


No. 3
6
Properties=species:S:1:pos:R:3:forces:R:3:lowdin_charge:R:1 method="wB97M-V/def2-TZVPD" e_homo_ev=-10.173 e_tot_ha=-592.23595 e_lumo_ha=0.0146 homo_lumo_gap_ev=10.6 de_lowest_kj_mol=243.3 spin_multiplicity=1 smiles="Cl[C@H]1C=N1"
C 0.1258 0.3372 -0.2669 -1.42 -0.97 0.16 -0.50
C -0.1531 -0.7195 0.8045 0.01 3.47 -3.96 -0.01
N 0.9048 -0.8086 0.1224 0.78 -0.57 0.11 0.10
Cl -0.4160 0.8063 -2.1601 0.17 -1.55 2.04 0.29
H 0.3498 1.3483 -0.0821 0.84 0.64 0.78 0.02
H -0.8112 -0.9637 1.5821 -0.39 -1.02 0.87 0.09